1.
16
Properties=species:S:1:pos:R:3:nbo_charge:R:1 method="wB97M-V/def2-TZVPD" charge=+1 total_energy_ha=-602.11668 relative_energy_kcal_mol=92.2 orbital_gap_ev="6.647 / 6.873"
C 0.077 -2.800 1.779 -0.034
C 1.037 -1.831 1.574 -0.034
C -0.501 -1.662 -0.002 0.226
C -0.324 3.235 -1.446 -0.693
C 1.577 -0.346 -0.197 -0.348
N -0.855 -2.698 0.794 -0.463
N 0.656 -1.173 0.452 -0.334
I 0.791 1.214 -1.515 0.547
H -0.249 -3.281 2.637 0.247
H 1.858 -1.459 2.094 0.251
H -0.803 -1.172 -0.902 0.250
H -0.023 3.629 -2.380 0.226
H -0.069 4.034 -0.692 0.250
H -1.287 2.756 -1.384 0.223
H 2.470 0.022 0.265 0.225
H -1.377 -3.518 0.532 0.461

=====

2.
53
Properties=species:S:1:pos:R:3:nbo_charge:R:1 method="wB97M-V/def2-TZVPD" total_energy_ha=-1094.06932 smiles="C[C@H](Nc1ccccc1N1CCCCC1)C(=O)N1CCc2ccccc21" relative_energy_kcal_mol=13.0 orbital_gap_ev=8.262
C 1.195 -1.297 3.297 -0.603
H 2.019 -1.996 3.407 0.225
H 1.241 -0.552 4.088 0.209
H 0.264 -1.846 3.387 0.216
C 1.275 -0.605 1.933 -0.123
N 0.181 0.325 1.769 -0.638
C -1.048 0.008 1.227 0.234
C -1.535 -1.290 1.115 -0.310
C -2.774 -1.529 0.547 -0.178
C -3.548 -0.482 0.083 -0.253
C -3.084 0.819 0.205 -0.221
C -1.850 1.079 0.774 0.079
N -1.295 2.383 0.894 -0.487
C -1.426 2.968 2.221 -0.218
C -0.445 4.129 2.366 -0.403
C -0.708 5.171 1.283 -0.398
C -0.668 4.503 -0.088 -0.399
C -1.660 3.343 -0.129 -0.211
H -1.623 2.844 -1.101 0.210
H -2.679 3.742 0.018 0.165
H -0.913 5.223 -0.871 0.209
H 0.337 4.119 -0.279 0.198
H 0.033 5.971 1.338 0.210
H -1.694 5.615 1.440 0.196
H 0.576 3.752 2.266 0.193
H -0.547 4.573 3.357 0.212
H -1.221 2.196 2.966 0.217
H -2.453 3.336 2.387 0.170
H -3.693 1.636 -0.151 0.212
H -4.511 -0.670 -0.366 0.211
H -3.129 -2.545 0.462 0.213
H -0.942 -2.123 1.455 0.227
H 0.427 1.288 1.586 0.406
H 2.208 -0.024 1.904 0.215
C 1.389 -1.663 0.818 0.683
O 1.500 -2.844 1.080 -0.619
N 1.409 -1.193 -0.457 -0.453
C 1.488 -2.004 -1.600 0.224
C 1.362 -3.378 -1.701 -0.241
C 1.472 -3.951 -2.960 -0.204
C 1.703 -3.180 -4.086 -0.226
C 1.831 -1.801 -3.977 -0.192
C 1.719 -1.223 -2.732 -0.070
C 1.835 0.220 -2.341 -0.419
H 2.864 0.566 -2.467 0.215
H 1.190 0.863 -2.940 0.222
C 1.416 0.211 -0.863 -0.195
H 0.411 0.630 -0.754 0.209
H 2.108 0.782 -0.240 0.197
H 2.014 -1.193 -4.850 0.210
H 1.786 -3.650 -5.054 0.211
H 1.375 -5.022 -3.057 0.213
H 1.188 -3.982 -0.827 0.251

=====

3.
52
Properties=species:S:1:pos:R:3:nbo_charge:R:1 method="wB97M-V/def2-TZVPD" charge=+2 total_energy_ha=-3128.81733 relative_energy_kcal_mol=0.0 spin_multiplicity=3 orbital_gap_ev="8.367 / 5.392" s2=2.03
Au -1.110 0.147 2.080 0.418
I -0.849 -2.480 2.340 0.297
C 0.896 -2.530 3.615 -0.697
I 2.571 -1.559 2.740 0.212
H 1.121 -3.579 3.769 0.250
H 0.626 -2.036 4.539 0.247
F 3.010 4.580 -1.416 -0.225
C 2.035 4.105 -0.701 0.382
C 1.562 2.809 -0.938 0.306
F 2.085 2.067 -1.899 -0.270
C 0.537 2.306 -0.182 0.339
F 0.090 1.090 -0.498 -0.304
C -0.064 3.045 0.857 -0.340
S -1.282 2.499 1.932 0.204
C 0.397 4.374 1.029 0.406
F -0.155 5.127 1.947 -0.245
C 1.441 4.889 0.285 0.270
F 1.871 6.110 0.503 -0.240
F -3.899 -1.421 -8.275 -0.278
C -3.308 -1.230 -7.109 0.465
C -2.031 -0.682 -7.088 -0.263
C -1.416 -0.488 -5.868 -0.208
C -2.076 -0.872 -4.699 -0.375
C -3.376 -1.374 -4.729 -0.201
C -3.991 -1.574 -5.949 -0.262
Sb -1.062 -0.683 -2.827 1.526
C 0.469 -2.175 -2.915 -0.293
C 1.287 -2.354 -1.800 -0.244
C 2.219 -3.374 -1.793 -0.273
C 2.321 -4.186 -2.915 0.454
F 3.210 -5.168 -2.908 -0.283
C 1.539 -3.993 -4.044 -0.263
C 0.614 -2.964 -4.053 -0.232
C -2.456 -1.560 -1.441 -0.389
C -3.482 -0.796 -0.892 -0.222
C -4.437 -1.401 -0.090 -0.265
C -4.340 -2.763 0.148 0.427
F -5.249 -3.347 0.916 -0.286
C -3.318 -3.536 -0.386 -0.271
C -2.363 -2.925 -1.184 -0.220
H -1.548 -0.413 -8.018 0.260
H -0.424 -0.055 -5.832 0.233
H -3.895 -1.636 -3.816 0.236
H -4.988 -1.988 -6.018 0.259
H 1.206 -1.692 -0.945 0.221
H 2.879 -3.537 -0.951 0.251
H 1.668 -4.641 -4.900 0.260
H 0.010 -2.794 -4.935 0.241
H -3.553 0.266 -1.092 0.231
H -5.263 -0.842 0.329 0.257
H -3.290 -4.600 -0.188 0.258
H -1.563 -3.518 -1.609 0.240

=====

4.
63
Properties=species:S:1:pos:R:3:nbo_charge:R:1 method="wB97M-V/def2-TZVPD" charge=+1 total_energy_ha=-2581.51729 relative_energy_kcal_mol=268.2 spin_multiplicity=5 orbital_gap_ev="3.765 / 3.915" s2=6.04
Fe 2.301 1.099 -1.198 1.495
O 0.274 0.619 0.411 -1.009
H 0.020 0.289 1.295 0.468
C 5.752 0.985 1.657 0.519
O 4.516 0.829 1.656 -0.693
N 6.297 1.883 2.535 -0.398
C 7.703 1.951 2.806 -0.403
C 5.445 2.773 3.348 -0.444
H 6.503 0.489 1.024 0.139
H 8.108 2.922 2.521 0.209
H 8.197 1.099 2.339 0.213
H 7.646 1.806 3.885 0.211
H 5.829 2.836 4.366 0.215
H 5.203 3.776 2.997 0.212
H 4.430 2.375 3.345 0.243
C 0.726 -4.558 -1.968 0.518
O 1.312 -5.671 -1.813 -0.629
N -0.521 -4.267 -2.340 -0.420
C -1.585 -5.289 -2.626 -0.415
C -0.953 -2.804 -2.433 -0.399
H 1.286 -3.654 -1.683 0.083
H -2.080 -5.596 -1.705 0.211
H -1.180 -6.139 -3.174 0.237
H -2.328 -4.778 -3.238 0.202
H -1.834 -2.620 -1.818 0.215
H -0.133 -2.124 -2.203 0.194
H -1.164 -2.718 -3.499 0.203
C 0.325 1.793 -5.155 0.531
O 0.233 1.874 -3.958 -0.683
N -0.816 1.802 -5.910 -0.403
C -0.792 1.867 -7.326 -0.436
C -2.177 1.631 -5.364 -0.443
H 1.187 1.913 -5.830 0.128
H -1.184 2.881 -7.407 0.205
H -1.476 1.219 -7.875 0.216
H 0.123 1.864 -7.918 0.231
H -2.645 0.845 -5.956 0.211
H -2.443 1.555 -4.309 0.255
H -2.691 2.581 -5.512 0.210
C -4.069 1.094 0.331 0.525
O -4.850 0.702 -0.525 -0.625
N -4.317 2.174 1.124 -0.432
C -3.319 2.591 2.095 -0.413
C -5.540 2.946 1.022 -0.430
H -3.187 0.488 0.590 0.112
H -2.342 2.125 1.962 0.208
H -3.733 2.322 3.067 0.194
H -3.169 3.664 2.214 0.209
H -6.254 2.532 0.310 0.248
H -5.987 2.990 2.015 0.202
H -5.448 3.942 0.589 0.202
C -0.642 -2.636 5.875 0.524
O 0.109 -2.478 6.843 -0.608
N -0.531 -2.022 4.645 -0.444
C -1.202 -2.602 3.432 -0.417
C 0.514 -1.089 4.362 -0.419
H -1.460 -3.368 5.972 0.122
H -2.166 -3.056 3.659 0.224
H -0.534 -3.385 3.074 0.202
H -1.466 -1.871 2.668 0.199
H 1.159 -0.684 5.142 0.251
H 1.039 -1.531 3.515 0.188
H -0.017 -0.188 4.055 0.180